No. 1
C2H8O5Si | ωB97M-V/def2-TZVPD

The geometry in XYZ format:
```
16
Properties=species:S:1:pos:R:3:lowdin_charge:R:1
C -2.22 -0.31 -0.49 -0.060
C -1.19 0.78 -0.70 -0.368
O -1.08 1.55 0.38 -0.029
O 0.30 0.05 -1.03 -0.118
Si 1.59 0.14 -0.10 0.058
O 2.40 -1.31 0.14 -0.066
O 2.73 1.10 -0.81 -0.074
O 1.13 0.60 1.41 -0.067
H -2.15 -0.89 0.55 0.126
H -3.23 0.15 -0.28 0.084
H -2.47 -1.04 -1.35 0.097
H -1.48 1.45 -1.48 0.134
H -0.39 1.18 1.09 0.125
H 1.87 -2.06 0.04 0.019
H 3.56 0.72 -1.13 0.065
H 1.69 0.19 2.05 0.073
```

Computed properties:
SMILES ... C[C@@H](O)O[Si](O)(O)O
HOMO ... -10.555 eV
Total charge ... 0
LUMO energy ... 0.438 eV
2S+1 ... 1


No. 2
C2H8OP2S | ωB97M-V/def2-TZVPD

The geometry in XYZ format:
```
14
Properties=species:S:1:pos:R:3:lowdin_charge:R:1
C 2.35 -0.20 0.24 -0.178
C 1.45 0.81 -0.33 -0.144
O -3.37 -1.06 -0.54 -0.566
P -2.10 -1.47 0.32 0.506
P -1.15 0.45 0.47 0.072
S -2.54 1.74 0.03 0.084
H 3.27 0.09 -0.14 0.060
H 2.39 -0.09 1.27 0.052
H 1.97 -1.13 0.00 0.052
H 1.09 0.56 -1.40 0.068
H 1.49 1.90 0.04 0.080
H -3.21 -0.18 -1.13 0.034
H -1.08 -1.86 -0.74 -0.076
H -0.57 0.43 1.90 -0.044
```

Computed properties:
HOMO (alpha / beta) ... -8.047 / -7.880 eV
Total charge ... 0
LUMO energy (alpha / beta) ... -1.073 / -0.443 eV
2S+1 ... 1


No. 3
C2H8OS | ωB97M-V/def2-TZVPD

The geometry in XYZ format:
```
12
Properties=species:S:1:pos:R:3:lowdin_charge:R:1
C 0.27 1.68 0.58 -0.464
S -0.38 0.67 1.92 0.729
C -0.22 -0.94 1.06 -0.455
H -0.30 1.62 -0.34 0.023
H 1.45 1.62 0.29 0.105
H 0.13 2.64 0.94 -0.034
H -0.30 -1.68 1.84 0.003
H -0.91 -1.17 0.28 0.003
H 0.87 -1.04 0.58 0.085
O 0.09 -0.86 -2.27 -0.080
H -0.16 -1.72 -1.87 0.042
H -0.53 -0.83 -3.01 0.041
```

Computed properties:
SMILES ... CSC.O
HOMO ... -8.497 eV
Total charge ... 0
LUMO energy ... 0.686 eV
2S+1 ... 1


No. 4
C2H8OS2 | ωB97M-V/def2-TZVPD

The geometry in XYZ format:
```
13
Properties=species:S:1:pos:R:3:lowdin_charge:R:1
C -0.66 0.35 1.12 -0.081
C 0.12 -0.93 0.85 -0.328
O 0.52 -1.56 2.07 -0.091
H -0.11 0.86 1.89 0.074
H -0.68 0.91 0.20 0.022
H -1.65 0.08 1.46 0.068
H 1.04 -0.67 0.33 0.098
H -0.38 -1.69 0.25 0.108
H -0.16 -2.20 2.33 0.081
S 0.00 0.37 -2.95 0.230
S 0.91 2.06 -2.12 0.238
H 1.03 -0.46 -2.76 -0.208
H 0.02 2.88 -2.67 -0.211
```

Computed properties:
SMILES ... CCO.SS
HOMO ... -8.757 eV
Total charge ... 0
LUMO energy ... 0.145 eV
2S+1 ... 1


It is found that the energy above the lowest of the compared OMol25 structures with the same formula, charge and spin values, taken in the order of the records, are 5.87; 61.56; 18.23; 22.07 kcal/mol.